1.
{
  "formula": "C26H22ClErN3O5SSe",
  "method": "ωB97M-V/def2-TZVPD",
  "orbital_gap_ha": [0.255, 0.255],
  "charge": -1,
  "spin_multiplicity": 4,
  "homo_ev": [-5.472, -5.475],
  "lumo_energy_ha": [0.054, 0.054],
  "elements": ["Er", "Cl", "C", "C", "C", "C", "O", "C", "C", "N", "C", "C", "C", "C", "C", "C", "C", "C", "N", "C", "C", "H", "H", "H", "H", "H", "H", "H", "H", "H", "H", "C", "C", "C", "C", "C", "C", "C", "C", "C", "H", "H", "H", "H", "H", "H", "H", "H", "H", "H", "H", "H", "S", "C", "N", "O", "Se", "O", "O", "O"],
  "xyz": [[0.23, -0.47, -0.11], [-5.32, -1.64, 5.01], [-3.84, -1.46, 4.09], [-2.72, -0.85, 4.73], [-1.52, -0.68, 4.08], [-1.39, -1.00, 2.66], [-0.40, -0.59, 2.00], [-2.56, -1.63, 2.08], [-2.57, -2.10, 0.76], [-1.64, -2.05, -0.14], [-1.98, -2.72, -1.34], [-2.73, -3.86, -1.40], [-3.09, -4.44, -2.70], [-2.57, -3.93, -3.87], [-1.68, -2.76, -3.80], [-1.04, -2.32, -4.94], [-0.27, -1.21, -4.92], [-0.24, -0.56, -3.65], [-0.71, -0.98, -2.49], [-1.36, -2.20, -2.52], [-3.76, -1.86, 2.81], [-2.93, -0.32, 5.70], [-0.78, -0.11, 4.61], [-3.56, -2.46, 0.48], [-3.06, -4.38, -0.51], [-3.77, -5.26, -2.59], [-2.80, -4.31, -4.84], [-1.27, -2.87, -5.84], [0.33, -0.90, -5.78], [0.33, 0.31, -3.49], [-4.61, -2.36, 2.32], [0.35, 4.20, 2.37], [1.45, 3.52, 1.67], [2.12, 4.11, 0.65], [3.14, 3.40, -0.02], [3.70, 3.99, -1.28], [3.63, 2.22, 0.49], [2.98, 1.63, 1.59], [3.51, 0.33, 2.15], [1.86, 2.25, 2.13], [-0.56, 4.07, 1.72], [0.60, 5.23, 2.51], [0.19, 3.66, 3.33], [1.70, 5.04, 0.16], [2.85, 4.31, -1.87], [4.34, 3.33, -1.92], [4.23, 4.92, -1.07], [4.47, 1.79, -0.06], [4.64, 0.40, 2.18], [3.23, -0.54, 1.53], [3.17, 0.19, 3.20], [1.37, 1.83, 3.00], [-1.10, 4.30, -1.32], [-1.05, 2.76, -0.76], [-1.03, 1.64, -0.40], [2.87, -1.66, -2.94], [2.82, -1.38, -1.32], [4.22, -1.45, -0.53], [1.49, -2.23, -0.57], [2.07, 0.10, -1.03]],
  "lowdin_spin": [3.018, 0.000, 0.000, 0.000, 0.000, 0.000, -0.003, 0.000, 0.000, -0.003, 0.000, 0.000, 0.000, 0.000, 0.000, 0.000, 0.000, 0.000, -0.002, 0.000, 0.000, 0.000, 0.000, 0.000, 0.000, 0.000, 0.000, 0.000, 0.000, 0.000, 0.000, 0.000, 0.000, 0.000, 0.000, 0.000, 0.000, 0.000, 0.000, 0.000, 0.000, 0.000, 0.000, 0.000, 0.000, 0.000, 0.000, 0.000, 0.000, 0.000, 0.000, 0.000, 0.000, 0.000, -0.003, 0.000, 0.000, 0.000, -0.004, -0.002]
}

2.
{
  "formula": "C3H4NO3S",
  "method": "ωB97M-V/def2-TZVPD",
  "orbital_gap_ha": 0.282,
  "charge": -1,
  "homo_ev": -3.607,
  "lumo_energy_ha": 0.149,
  "elements": ["C", "C", "C", "N", "O", "O", "O", "S", "H", "H", "H", "H"],
  "xyz": [[1.12, -0.26, 0.14], [0.53, -1.51, 0.30], [0.44, 1.09, 0.02], [-0.80, 0.92, 0.68], [-1.78, -0.40, -1.45], [-1.95, 1.60, 0.24], [-0.74, -1.81, 0.40], [-1.85, -0.19, -0.02], [2.21, -0.14, 0.08], [1.18, -2.39, 0.26], [1.26, 1.77, 0.41], [0.39, 1.31, -1.05]],
  "mulliken_charge": [-0.452, -0.020, -0.276, -0.124, -0.537, -0.544, -0.620, 0.497, 0.219, 0.300, 0.305, 0.251]
}

3.
{
  "formula": "C12H22F8K2NO16PS2",
  "method": "ωB97M-V/def2-TZVPD",
  "orbital_gap_ha": 0.237,
  "homo_ev": -9.575,
  "lumo_energy_ha": -0.115,
  "elements": ["K", "K", "N", "S", "O", "O", "F", "S", "O", "O", "F", "P", "F", "F", "F", "F", "F", "F", "C", "C", "O", "C", "O", "O", "H", "H", "H", "H", "C", "O", "C", "O", "O", "C", "H", "H", "H", "H", "H", "H", "C", "O", "C", "O", "O", "C", "H", "H", "H", "H", "H", "H", "C", "O", "C", "O", "O", "C", "H", "H", "H", "H", "H", "H"],
  "xyz": [[-5.29, -0.15, -4.01], [-6.99, -3.37, 1.95], [-2.39, -0.99, 0.57], [-1.03, -1.68, 0.59], [-0.68, -2.39, 1.80], [0.05, -1.30, -0.28], [-1.57, -2.91, -0.32], [-1.74, 0.49, 1.08], [-1.37, 1.38, -0.04], [-1.05, 0.54, 2.37], [-3.10, 1.06, 1.60], [-6.58, -6.87, -6.04], [-6.39, -8.19, -6.88], [-8.12, -6.68, -6.53], [-7.18, -7.66, -4.79], [-6.72, -5.52, -5.16], [-5.05, -7.04, -5.42], [-5.95, -5.96, -7.24], [3.70, 0.38, 6.57], [4.59, 1.24, 5.78], [5.71, 1.17, 6.56], [5.29, 1.05, 7.91], [5.98, 1.21, 8.94], [3.98, 0.69, 7.89], [3.89, -0.67, 6.33], [2.62, 0.52, 6.56], [4.08, 2.18, 5.57], [4.85, 0.89, 4.78], [4.50, 5.38, 0.05], [4.57, 6.80, -0.16], [5.14, 7.49, 0.83], [5.54, 7.04, 1.95], [5.18, 8.78, 0.38], [5.57, 9.92, 1.14], [4.25, 4.90, -0.90], [3.89, 5.06, 0.89], [5.53, 5.15, 0.31], [5.51, 10.90, 0.66], [6.65, 9.81, 1.20], [5.14, 9.95, 2.14], [3.04, -11.99, -1.83], [2.45, -11.15, -0.81], [3.23, -10.44, 0.05], [4.47, -10.46, -0.01], [2.43, -9.84, 0.93], [3.06, -9.01, 1.84], [3.37, -12.93, -1.39], [3.85, -11.59, -2.45], [2.23, -12.13, -2.55], [3.53, -8.18, 1.32], [3.98, -9.53, 2.10], [2.44, -8.74, 2.70], [-4.71, 7.16, -5.04], [-5.40, 7.70, -3.95], [-6.16, 6.88, -3.30], [-6.45, 5.72, -3.54], [-6.60, 7.56, -2.29], [-7.41, 6.95, -1.31], [-5.33, 6.60, -5.74], [-3.99, 6.44, -4.65], [-4.07, 7.89, -5.54], [-6.95, 6.03, -0.95], [-8.39, 6.76, -1.74], [-7.58, 7.68, -0.52]],
  "mulliken_charge": [0.999, 0.997, -0.295, 1.063, -0.579, -0.550, -0.332, 1.045, -0.562, -0.527, -0.259, 1.140, -0.321, -0.356, -0.351, -0.382, -0.376, -0.354, -0.292, -0.244, -0.309, 0.654, -0.546, -0.304, 0.234, 0.275, 0.237, 0.293, -0.629, -0.276, 0.753, -0.579, -0.284, -0.631, 0.231, 0.278, 0.305, 0.258, 0.285, 0.290, -0.636, -0.312, 0.789, -0.579, -0.276, -0.658, 0.282, 0.302, 0.248, 0.302, 0.314, 0.225, -0.668, -0.288, 0.864, -0.604, -0.311, -0.636, 0.288, 0.300, 0.248, 0.287, 0.296, 0.225]
}

4.
{
  "formula": "C2H4N4OS",
  "method": "ωB97M-V/def2-TZVPD",
  "orbital_gap_ha": [0.324, 0.323],
  "homo_ev": [-8.811, -8.803],
  "lumo_energy_ha": [0.000, 0.000],
  "smiles": "Nc1csnn1.N=O",
  "elements": ["N", "C", "C", "S", "N", "N", "H", "H", "H", "N", "O", "H"],
  "xyz": [[0.14, 0.48, 0.60], [-0.66, -0.37, -0.18], [-2.06, -0.36, -0.22], [-2.54, -1.58, -1.39], [-0.94, -2.01, -1.56], [-0.14, -1.31, -0.94], [-0.16, 0.61, 1.56], [1.07, 0.13, 0.77], [-2.91, 0.14, 0.27], [2.77, -0.94, -1.36], [2.95, -0.22, -0.41], [1.79, -1.12, -1.77]],
  "mulliken_charge": [-0.509, 0.223, -0.196, 0.141, -0.453, -0.091, 0.269, 0.249, 0.322, -0.080, -0.232, 0.359]
}

5.
{
  "formula": "C5H7NO4S",
  "method": "ωB97M-V/def2-TZVPD",
  "orbital_gap_ha": 0.344,
  "homo_ev": -9.053,
  "lumo_energy_ha": 0.011,
  "smiles": "C[S@@](=O)(=CC#N)OC(=O)CO",
  "elements": ["C", "S", "O", "C", "C", "N", "O", "C", "O", "C", "O", "H", "H", "H", "H", "H", "H", "H"],
  "xyz": [[0.56, 2.08, 0.83], [-1.06, 1.19, 0.39], [-2.28, 1.56, 1.04], [-1.13, 0.87, -1.20], [-0.15, 1.12, -2.17], [0.76, 1.31, -2.87], [-0.81, -0.24, 1.14], [0.14, -0.96, 0.42], [0.92, -0.49, -0.37], [0.23, -2.43, 0.59], [0.99, -3.11, -0.34], [1.22, 1.64, 0.07], [0.34, 3.05, 0.71], [0.77, 1.79, 1.84], [-2.12, 0.66, -1.48], [0.63, -2.50, 1.62], [-0.76, -3.03, 0.41], [1.76, -2.53, -0.64]],
  "mulliken_charge": [-0.953, 1.049, -0.670, -0.571, 0.377, -0.544, -0.395, 0.817, -0.580, -0.346, -0.512, 0.356, 0.424, 0.356, 0.364, 0.239, 0.264, 0.326]
}

6.
{
  "formula": "C3H6IN",
  "method": "ωB97M-V/def2-TZVPD",
  "orbital_gap_ha": [0.265, 0.265],
  "homo_ev": [-7.958, -7.957],
  "lumo_energy_ha": [-0.027, -0.027],
  "elements": ["C", "C", "C", "N", "I", "H", "H", "H", "H", "H", "H"],
  "xyz": [[-1.18, 1.09, 0.28], [-0.74, -0.14, 0.37], [1.28, -0.83, -0.22], [1.97, -0.92, 0.91], [1.75, 0.64, 2.37], [-2.19, 1.14, 0.70], [-0.92, 1.91, -0.38], [-1.18, -1.07, 0.95], [1.64, 0.01, -0.80], [0.99, -1.59, -0.92], [1.64, -1.70, 1.45]],
  "mulliken_charge": [-0.449, -0.353, -0.466, -0.623, 0.133, 0.239, 0.277, 0.212, 0.299, 0.360, 0.371]
}

7.
{
  "formula": "C3H12O4S",
  "method": "ωB97M-V/def2-TZVPD",
  "orbital_gap_ha": 0.373,
  "homo_ev": -9.691,
  "lumo_energy_ha": 0.017,
  "smiles": "O=CCCS.O.O.O",
  "elements": ["O", "C", "C", "C", "S", "H", "H", "H", "H", "H", "H", "O", "H", "H", "O", "H", "H", "O", "H", "H"],
  "xyz": [[2.15, -0.72, -1.45], [2.00, -1.07, -0.31], [0.92, -0.56, 0.59], [-0.01, -1.68, 1.08], [-1.61, -1.01, 1.56], [2.75, -1.80, 0.07], [0.29, 0.16, 0.08], [1.38, 0.04, 1.39], [-0.20, -2.35, 0.24], [0.47, -2.25, 1.87], [-2.35, -1.83, 0.81], [0.92, 3.01, -1.05], [0.43, 2.22, -0.82], [0.35, 3.71, -0.72], [-1.06, -0.55, -2.49], [-0.65, -0.91, -3.28], [-0.38, 0.02, -2.11], [-1.06, 2.62, 0.90], [-0.81, 2.33, 1.78], [-1.60, 1.91, 0.51]],
  "mulliken_charge": [-0.450, -0.129, 0.202, -0.690, -0.257, 0.341, -0.323, 0.375, 0.393, 0.399, 0.147, -0.652, 0.360, 0.305, -0.618, 0.318, 0.303, -0.622, 0.295, 0.304]
}

8.
{
  "formula": "C3H10N4O",
  "method": "ωB97M-V/def2-TZVPD",
  "orbital_gap_ha": 0.377,
  "homo_ev": -9.249,
  "lumo_energy_ha": 0.037,
  "smiles": "C/N=C/N.NC(N)=O",
  "elements": ["C", "N", "C", "N", "H", "H", "H", "H", "H", "H", "N", "C", "N", "O", "H", "H", "H", "H"],
  "xyz": [[-0.45, 1.45, 2.20], [-0.03, 1.06, 0.88], [-0.56, 1.71, -0.13], [-0.36, 1.26, -1.48], [-0.65, 2.55, 2.27], [0.39, 1.24, 2.93], [-1.39, 0.87, 2.48], [-0.98, 2.73, 0.02], [-0.66, 1.93, -2.11], [0.51, 0.76, -1.66], [-0.58, -1.46, -0.43], [0.56, -1.79, -1.09], [1.43, -2.75, -0.45], [1.02, -1.18, -2.07], [-0.44, -1.04, 0.49], [-1.10, -0.82, -1.01], [2.27, -3.01, -0.95], [1.04, -3.49, 0.11]],
  "mulliken_charge": [-0.768, -0.384, 0.008, -0.376, 0.353, 0.234, 0.230, 0.295, 0.204, 0.223, -0.594, 0.562, -0.428, -0.685, 0.313, 0.356, 0.238, 0.217]
}

Ordered ΔE to the lowest compared entry with this formula, charge and spin results: 0.0 447.2 10.8 328.1 300.4 379.7 40.5 99.2; unit kJ/mol.